Record 1
C9H18S2Si | ωB97M-V/def2-TZVPD

Structure (XYZ):
```
30
Properties=species:S:1:pos:R:3:forces:R:3:lowdin_charge:R:1
C -2.604 -2.670 0.942 0.64 1.91 -0.52 -0.07
C -1.369 -2.341 1.187 3.99 -2.03 2.32 -0.09
C 3.542 -0.673 -0.187 2.42 1.98 -1.67 -0.39
C 3.139 -0.642 1.257 -1.53 -0.29 -0.97 -0.47
C 2.651 -1.334 -1.219 -0.78 1.50 0.62 -0.46
C 0.609 0.212 -0.224 1.83 -0.05 0.09 -0.93
C -0.371 3.054 -1.162 -0.21 -1.61 1.49 -0.16
C -1.837 1.524 1.246 2.89 0.30 -0.11 -0.17
C -2.181 0.512 -1.642 2.18 2.24 2.84 -0.13
Si -0.855 1.364 -0.429 -2.32 -0.03 0.75 0.50
S 1.679 0.507 1.273 -1.21 -0.77 -0.25 0.81
S 1.160 -0.649 -1.578 0.23 -0.13 1.70 0.94
H -2.984 -3.614 1.125 -0.89 -1.59 0.19 0.03
H -3.146 -1.858 0.525 -1.27 0.16 -0.36 0.03
H -0.609 -3.127 1.687 -1.83 1.61 -1.22 0.10
H 3.691 0.456 -0.452 -0.31 -1.81 0.04 0.13
H 4.592 -1.040 -0.276 -0.79 -0.26 -0.03 0.11
H 3.047 -1.676 1.577 -0.84 0.09 0.43 0.08
H 3.847 -0.171 1.906 0.47 0.49 0.16 0.06
H 3.038 -1.898 -2.035 0.30 -0.44 -0.24 0.03
H -0.862 -1.377 1.102 -0.66 -0.14 -0.37 0.00
H -0.245 3.852 -0.456 0.06 0.29 0.39 0.03
H 0.568 2.734 -1.528 1.26 0.39 -0.98 0.00
H -1.055 3.314 -1.918 -0.67 0.42 -1.09 0.01
H -1.326 1.782 2.204 -0.08 0.25 -0.93 0.05
H -2.678 2.122 1.097 -1.30 1.41 -0.26 0.00
H -2.220 0.584 1.445 -0.83 -2.25 0.30 -0.03
H -3.083 1.041 -1.615 -1.11 1.39 -0.54 0.02
H -1.682 0.425 -2.527 0.71 -0.04 -2.89 -0.02
H -2.456 -0.413 -1.323 -0.35 -2.99 1.11 -0.03
```
Positions in Å, forces in eV/Å.

Properties
Highest occupied orbital energy (spin up / spin down) ... -7.172 / -7.346 eV
Electronic energy ... -39169.41437 eV
Gap between HOMO and LUMO (spin up / spin down) ... 0.2587 / 0.2637 hartree

Record 2
C21H36BrI2N2O6 | ωB97M-V/def2-TZVPD

Structure (XYZ):
```
68
Properties=species:S:1:pos:R:3:forces:R:3:lowdin_charge:R:1
C -1.302 3.147 -2.404 -0.37 -2.72 0.55 -0.01
C -1.629 1.747 -2.050 -0.82 3.29 0.40 -0.13
C -0.662 0.528 -1.556 -1.92 0.69 -4.03 -0.26
C -1.438 -0.814 -2.214 -0.18 -0.47 -0.26 -0.15
C -0.546 -2.166 -2.265 -1.69 -1.65 1.55 -0.69
C -1.631 -3.432 -2.103 0.52 0.03 -1.66 -0.17
Br 0.407 -2.532 -3.992 -0.44 0.54 1.15 0.65
C -0.397 0.356 0.047 -0.34 -3.75 -0.57 -0.15
C -1.662 0.426 1.057 0.23 -1.31 1.98 -0.64
I -3.060 2.075 1.060 2.59 2.32 0.75 0.85
C -2.608 -0.963 1.069 0.15 -0.12 0.79 -0.68
C -2.862 -1.511 2.623 -0.40 1.06 -0.26 -0.18
I -4.629 -0.329 0.364 -0.31 -3.52 -0.65 0.74
N 0.926 0.952 0.598 0.91 0.72 -0.06 -0.18
C 0.736 2.433 0.829 -1.00 3.14 -0.33 -0.09
C 0.250 2.951 2.278 1.37 0.56 5.81 -0.11
O 0.847 2.817 3.472 -3.01 0.04 -7.52 -0.04
C 1.422 0.171 1.805 0.28 -0.63 3.23 -0.01
C 2.910 0.601 2.387 5.19 -6.20 2.21 -0.19
O 3.631 -0.455 2.863 -5.26 7.33 -3.09 0.03
O 3.521 1.924 2.350 -1.81 -2.21 1.57 -0.02
C 4.026 2.412 3.623 3.82 -0.57 6.55 -0.27
C 3.778 4.039 3.932 1.26 -0.50 -0.97 -0.01
O 4.721 1.771 4.560 -4.92 3.19 -6.94 0.03
C 2.066 0.875 -0.437 1.90 -0.21 -3.98 -0.19
C 2.601 -0.620 -0.804 1.52 -1.59 -0.59 -0.17
C 4.174 -0.922 -0.310 -0.75 -0.72 0.89 -0.09
C 1.627 1.538 -1.910 0.92 -0.94 0.99 -0.09
N 0.574 0.618 -2.420 2.38 0.04 5.38 -0.25
O 0.345 0.799 -3.714 0.16 2.29 -3.34 -0.05
H -0.416 3.469 -3.123 -1.47 -0.71 2.39 0.08
H -1.995 4.006 -1.998 0.83 -1.95 -1.77 0.08
H -2.801 1.507 -2.066 2.64 0.68 1.00 0.11
H -1.787 -0.598 -3.337 1.04 -0.06 2.56 0.15
H -2.445 -1.061 -1.662 2.01 0.59 -0.83 0.08
H 0.231 -2.323 -1.408 -1.26 0.73 -1.69 0.07
H -2.300 -3.368 -3.089 1.13 -0.15 2.38 0.10
H -2.293 -3.347 -1.143 1.27 -0.20 -1.88 0.06
H -1.064 -4.477 -2.198 -1.18 2.37 0.51 0.10
H -0.115 -0.814 0.115 -0.71 2.49 -0.28 0.15
H -1.301 0.427 2.198 -0.32 0.19 -2.70 0.09
H -2.163 -1.793 0.376 -1.02 1.62 1.26 0.07
H -3.358 -0.621 3.231 1.02 -1.80 -1.28 0.09
H -3.647 -2.392 2.623 1.93 1.72 -0.05 0.09
H -1.855 -1.762 3.164 -1.85 0.16 -1.16 0.09
H -0.100 2.766 0.044 1.66 -0.70 1.79 0.13
H 1.682 3.097 0.526 -1.80 -1.85 0.96 0.18
H -0.740 3.620 2.320 2.17 -1.46 -0.59 0.11
H 1.403 -1.014 1.651 0.51 2.94 -0.13 0.18
H 0.744 0.300 2.781 1.23 0.18 -2.40 0.16
H 2.949 4.224 4.742 1.55 -0.65 -1.86 0.10
H 4.824 4.434 4.348 -2.42 -1.07 -0.84 0.11
H 3.599 4.584 2.912 -0.03 -0.95 2.08 0.08
H 3.001 1.524 -0.164 -2.07 -1.26 0.44 0.16
H 1.966 -1.511 -0.379 0.98 2.00 -0.81 0.10
H 2.681 -0.843 -1.977 -0.88 1.04 2.62 0.13
H 4.678 0.047 0.120 -0.75 -1.98 -1.03 0.09
H 4.792 -1.451 -1.164 -1.27 1.46 1.70 0.10
H 4.091 -1.713 0.565 0.47 1.80 -1.67 0.08
H 2.596 1.436 -2.601 -2.05 0.03 1.56 0.17
H 1.382 2.672 -1.859 0.09 -1.79 -0.01 0.12
H 0.839 1.651 -3.960 -1.43 -1.59 0.10 0.14
C -4.776 -5.158 -1.576 -0.14 -0.15 0.11 -0.16
O -4.797 -3.770 -1.296 -0.13 0.49 0.48 -0.19
H -4.177 -5.330 -2.474 -0.09 0.12 0.14 0.08
H -4.331 -5.694 -0.735 -0.01 -0.25 -0.13 0.08
H -5.796 -5.511 -1.749 0.12 -0.23 -0.07 0.08
H -5.335 -3.649 -0.495 0.26 0.08 -0.49 0.06
```
Positions in Å, forces in eV/Å.

Properties
Highest occupied orbital energy ... -10.808 eV
Electronic energy ... -123845.55514 eV
Gap between HOMO and LUMO ... 0.2592 hartree
Charge ... +1